DFT (ωB97M-V/def2-TZVPD) results for a molecular structure, C23H20N6O4SV.

Summary:
- lowest unoccupied orbital energy (spin up / spin down) (eV) = 4.787 / 4.787
- total charge = -2
- energy above the lowest of the compared OMol25 structures with the same formula, charge and spin (kJ/mol) = 0.0
- HOMO-LUMO gap (spin up / spin down) (eV) = 4.06 / 5.80
- multiplicity = 4
- energy (hartree) = -2860.2392

Structure (XYZ):
```
55
Properties=species:S:1:pos:R:3:forces:R:3:mulliken_charge:R:1
V -0.0943 0.1946 0.3623 2.26 -0.21 2.00 -0.089
N 4.5798 0.6248 -0.2344 1.55 1.05 -1.27 -0.348
C 3.6189 0.3068 0.6768 -2.68 2.01 -0.11 0.179
S 3.5916 -1.1897 1.3825 0.16 -1.22 0.66 -0.595
N 2.7286 1.3395 0.7936 2.26 -0.55 -0.08 -1.102
N 1.5424 1.1551 1.4207 -1.29 -0.41 -0.16 1.245
C 1.1158 2.0508 2.2981 -1.04 0.22 0.22 -0.869
C -0.3124 2.0796 2.6177 1.47 0.65 0.09 0.609
C -0.9031 2.7919 3.7025 -0.25 -0.10 0.21 -0.922
C -2.2524 2.6646 4.0006 1.66 0.44 0.16 -0.157
C -3.0475 1.8525 3.1822 -0.78 -0.66 -0.70 -0.969
C -2.4583 1.3375 2.0407 0.28 -0.43 -0.35 -0.214
N -1.1478 1.4134 1.7545 -0.70 -0.50 0.12 0.565
H 5.2822 -0.0128 -0.5929 -0.56 0.07 0.75 0.178
H 4.6630 1.6072 -0.4982 -0.25 -0.62 0.10 0.237
H 1.8114 2.8275 2.6781 -0.43 -0.59 -0.04 0.193
H -0.2527 3.3920 4.3377 -0.11 -0.04 -0.09 0.348
H -2.6508 3.2061 4.8503 -0.09 -0.10 0.05 0.370
H -4.0597 1.5438 3.4582 0.24 0.40 -0.28 0.321
H -3.0262 0.8103 1.2562 0.04 0.11 0.66 0.396
O -0.1241 -1.2082 1.8133 -0.77 -0.45 0.81 -0.744
C -1.2062 -1.7858 2.2377 0.46 0.42 -0.09 0.740
C -1.4112 -1.9917 3.6402 -0.58 -0.29 -0.01 -0.488
C -2.5825 -2.5455 4.1564 0.62 -0.13 -0.85 -0.516
C -3.5815 -2.9796 3.2561 0.14 -0.06 0.01 -0.519
C -3.3932 -2.8053 1.8906 0.00 0.16 0.02 -0.803
C -2.2539 -2.1808 1.3445 -0.18 0.79 1.02 0.839
C -2.1593 -1.8330 -0.0482 0.37 -0.14 -0.61 -0.845
N -1.1019 -1.2866 -0.5697 -1.36 -0.74 1.96 1.067
N -0.7955 -1.3640 -1.8511 0.41 -0.46 -2.15 -0.918
C 0.5107 -1.0818 -1.9881 -1.71 0.64 0.85 0.275
O 1.2222 -0.7271 -0.9979 0.27 0.24 -0.90 -0.561
C 1.0172 -1.0872 -3.3799 0.30 -0.26 -0.09 0.378
C 0.2173 -1.5328 -4.4524 1.15 0.36 -0.17 -0.242
C 0.8004 -1.5842 -5.7322 -0.37 -0.27 0.93 -0.630
C 2.1236 -1.1976 -5.9119 0.08 0.07 -0.09 -0.318
C 2.8837 -0.7320 -4.8470 0.41 0.13 0.05 -0.625
C 2.3408 -0.6687 -3.5770 -0.26 -0.13 0.09 -0.285
H -0.6204 -1.6161 4.2674 0.14 -0.03 0.24 0.437
H -2.7039 -2.7324 5.2291 0.06 0.31 -0.35 0.339
H -4.4903 -3.4480 3.6371 0.21 0.06 -0.17 0.337
H -4.1488 -3.1688 1.2001 -0.12 0.12 -0.01 0.312
H -3.0009 -2.0807 -0.6800 -0.04 -0.60 -0.50 0.291
H -0.8105 -1.8227 -4.2570 0.23 0.00 -0.04 0.454
H 0.2303 -2.0254 -6.5422 0.02 0.24 -0.14 0.346
H 2.5829 -1.2493 -6.8884 -0.03 -0.08 -0.19 0.349
H 3.9335 -0.4398 -4.9757 -0.46 -0.09 -0.16 0.347
H 2.9391 -0.3130 -2.7300 -0.40 -0.24 -0.19 0.370
C 1.3287 2.7983 -1.7650 -0.96 -0.45 -0.11 -0.584
C -0.0725 2.1586 -1.9566 -0.31 -1.76 2.89 0.512
O -0.7431 2.2185 -2.9505 0.08 0.58 -0.99 -0.678
O -0.5625 1.4826 -0.8561 1.05 2.34 -2.74 -0.501
H 1.4541 3.4322 -2.6368 0.28 0.21 -0.06 0.376
H 2.1152 2.0135 -1.7362 -0.60 0.47 0.25 -0.125
H 1.3339 3.3889 -0.8297 0.17 -0.48 -0.44 0.235
```
Positions in Å, forces in eV/Å.

DFT (ωB97M-V/def2-TZVPD) results for 2 unconnected molecules or ions with the total composition C2H9N2O.

Summary:
- lowest unoccupied orbital energy (eV) = 4.680
- total charge = -1
- energy above the lowest of the compared OMol25 structures with the same formula, charge and spin (kJ/mol) = 65.7
- HOMO-LUMO gap (eV) = 7.63
- energy (hartree) = -266.3195

Structure (XYZ):
```
14
Properties=species:S:1:pos:R:3:forces:R:3:mulliken_charge:R:1
N 1.2722 -1.1856 -0.3706 0.38 1.44 -0.38 -0.796
C 0.8312 -0.9375 1.0219 -0.46 0.56 -1.58 -0.403
N -0.6205 -0.7820 1.1987 0.87 0.33 0.80 -0.567
H 1.0141 -2.0643 -0.7761 -0.40 -0.75 0.46 0.200
H 0.7502 -0.4768 -0.9712 0.42 -0.44 0.82 0.409
H 1.2485 -1.7194 1.6019 0.09 -0.98 0.99 0.423
H 1.3800 -0.0221 1.3388 -0.52 -0.28 -0.23 0.181
H -0.9723 -0.2815 0.3395 0.02 -0.56 0.16 0.341
H -1.0941 -1.5956 1.5721 0.09 0.10 -0.58 0.150
C -0.7941 1.8470 -0.9667 0.94 -1.53 -2.10 -0.634
O -0.6367 0.4557 -1.1187 -0.84 1.50 0.01 -0.916
H -1.4652 2.1395 -0.1754 -0.87 0.24 0.35 0.239
H 0.1595 2.3174 -0.7140 0.47 0.37 0.14 0.198
H -1.0728 2.3053 -1.9803 -0.18 -0.01 1.14 0.176
```
Positions in Å, forces in eV/Å.

DFT (ωB97M-V/def2-TZVPD) results for a molecular structure, C21H40Cl3N4O4SiSm.

Summary:
- lowest unoccupied orbital energy (spin up / spin down) (eV) = -0.101 / 0.132
- total charge = 0
- energy above the lowest of the compared OMol25 structures with the same formula, charge and spin (kJ/mol) = 467.0
- HOMO-LUMO gap (spin up / spin down) (eV) = 4.15 / 4.39
- multiplicity = 6
- energy (hartree) = -3672.3541

Structure (XYZ):
```
74
Properties=species:S:1:pos:R:3:forces:R:3:mulliken_charge:R:1
C -2.0294 -2.2431 -3.9568 -0.22 -0.07 0.15 -1.630
C -1.2819 -2.5100 -2.6704 -0.44 -1.54 1.12 1.086
H -2.2747 -3.1621 -4.4939 0.06 -0.02 0.14 0.469
H -1.4155 -1.6213 -4.6257 -0.28 -0.25 0.21 0.105
H -2.9769 -1.7316 -3.7467 0.16 0.07 -0.15 0.313
C -0.4217 -3.5933 -2.5711 0.20 0.49 0.61 -0.048
C -0.2883 -4.6354 -3.6029 0.40 -0.39 -0.61 -1.763
H -0.0029 -3.8354 -1.5970 -0.28 -0.06 -0.18 0.258
H 0.3321 -4.3440 -4.4598 -0.02 -0.14 -0.28 0.237
H -1.2591 -4.9742 -3.9934 0.14 -0.15 -0.12 0.384
H 0.2061 -5.5021 -3.1517 -0.10 -0.06 -0.17 0.387
Sm 0.9722 1.7766 1.6128 0.06 0.09 0.93 0.418
Cl -1.8033 1.9503 1.6955 0.09 0.20 0.16 -0.718
Cl 1.8169 4.0041 0.5423 -0.01 0.11 -0.03 -0.618
H 1.4043 6.6714 4.6070 0.10 -0.03 0.11 0.366
H -0.9750 7.0833 3.9607 -0.06 -0.03 0.02 0.307
C 1.4997 5.8454 3.9033 0.05 0.21 0.07 -0.936
C -0.8114 6.3566 3.1652 -0.06 -0.04 0.00 -0.881
N 0.1626 5.3664 3.5948 0.16 -0.58 -0.37 0.158
H 2.1002 5.0455 4.3350 -0.14 0.09 -0.08 0.259
C -0.0627 4.0787 3.3497 0.58 0.21 0.11 0.416
O 0.7869 3.1630 3.5064 -0.57 0.72 0.15 -0.668
H -1.7469 5.8463 2.9299 0.06 0.16 0.02 0.317
H -1.0470 3.8414 2.9353 -0.06 0.03 0.24 0.238
H 1.9860 6.2241 2.9968 -0.08 -0.18 0.07 0.306
H -0.4581 6.8902 2.2764 0.01 -0.14 0.07 0.316
H 2.0549 -0.6457 -2.2996 0.17 -0.11 0.27 0.020
H 2.4916 -3.2867 -1.4787 0.04 0.16 0.17 0.305
C 3.0439 -0.6186 -1.8171 -0.05 0.06 -0.22 -0.782
C 3.2717 -2.8675 -0.8262 -0.24 -0.14 0.02 -0.851
N 3.0468 -1.4410 -0.6105 -0.13 0.39 0.86 0.241
H 3.3088 0.4154 -1.5862 -0.02 -0.22 0.09 0.400
C 2.7897 -0.9326 0.6033 0.26 0.08 -0.80 0.295
O 2.6866 0.2937 0.8438 0.10 -0.69 0.20 -0.660
H 3.2677 -3.3979 0.1321 0.01 0.12 -0.21 0.280
H 2.6623 -1.6855 1.4031 0.17 0.25 -0.26 0.267
H 3.7684 -1.0498 -2.5126 0.00 0.16 0.09 0.326
H 4.2380 -3.0053 -1.3227 -0.08 0.02 0.19 0.361
O -0.8512 -1.0142 -2.1395 1.42 1.58 -0.30 -0.345
C -1.7322 -1.7806 -1.4025 -0.25 -0.39 -0.95 -0.893
C -0.0430 -2.5787 0.3096 0.15 -0.35 0.26 0.250
C -1.3640 -2.2667 -0.0441 -0.27 -0.19 0.06 0.374
H 0.7834 -2.1767 -0.2861 -0.63 -0.42 -0.02 0.971
C 0.2126 -3.4483 1.3781 0.10 0.42 0.07 -0.955
H -2.7762 -1.4705 -1.4944 -0.28 0.27 0.49 0.162
C -2.3889 -2.6262 0.8449 0.26 -0.17 -0.05 -0.485
H 1.2228 -3.8343 1.5669 -0.29 0.32 -0.09 0.298
C -0.8193 -3.8626 2.2162 -0.49 -0.26 0.10 -0.653
C -2.1206 -3.4160 1.9674 0.03 0.22 -0.25 -0.883
H -3.4029 -2.2871 0.6151 0.25 -0.27 0.12 0.355
H -0.6447 -4.5533 3.0530 0.05 0.30 -0.43 0.491
H -2.9440 -3.7071 2.6184 0.17 0.00 -0.06 0.462
Si -0.5570 1.8357 -2.4654 0.86 -0.32 1.42 0.562
Cl 0.1744 0.7597 -0.5346 -0.72 -0.11 -1.95 0.876
C 1.1717 2.3594 -2.9442 -0.07 0.28 -0.25 -0.946
C -1.5355 3.1662 -1.6221 -0.34 0.33 0.03 -0.920
C -1.4395 0.9843 -3.8144 -0.42 0.11 -0.42 -0.783
H 1.9454 1.5858 -2.8873 -0.43 0.03 -0.05 0.136
H 1.5050 3.1926 -2.3134 -0.10 -0.12 -0.11 0.235
H 1.1124 2.6923 -3.9869 0.18 0.12 0.03 0.430
H -0.7148 0.4685 -4.4532 -0.24 -0.02 0.16 0.202
H -1.9422 1.7645 -4.4041 0.12 0.00 -0.05 0.539
H -2.1908 0.2769 -3.4576 0.26 0.27 -0.12 0.089
H -2.2843 2.8022 -0.9049 0.24 -0.14 -0.28 0.250
H -2.0695 3.7579 -2.3773 0.09 -0.04 0.04 0.413
H -0.8809 3.8436 -1.0633 0.04 -0.13 -0.09 0.190
N 0.2352 -1.7341 4.3971 0.15 0.39 -0.01 -0.384
C -0.2967 -0.7253 3.6640 0.25 -0.01 -0.17 0.530
N -1.6242 -0.5205 3.6583 0.96 0.53 -0.33 -0.085
O 0.5205 0.0117 3.0260 -0.63 -0.53 0.46 -0.396
H -0.3167 -2.4433 4.8462 -0.02 0.05 -0.16 0.223
H 1.2255 -1.8902 4.2571 -0.42 -0.04 0.10 0.193
H -1.9487 0.2416 3.0421 0.03 -0.39 0.27 -0.045
H -2.2639 -1.1761 4.0645 0.00 -0.08 -0.06 0.263
```
Positions in Å, forces in eV/Å.

DFT (ωB97M-V/def2-TZVPD) results for 4 unconnected molecules or ions with the total composition C30H56F5N3O5.

Summary:
- lowest unoccupied orbital energy (eV) = -2.423
- total charge = 0
- HOMO-LUMO gap (eV) = 5.79
- SMILES = O=C1C=CC(=O)C(C(F)(F)C(F)(F)F)=C1COCOCCO.CCN(CC)CC.CCN(CC)CC.CCN(CC)CC
- energy (hartree) = -2216.0041

Structure (XYZ):
```
99
Properties=species:S:1:pos:R:3:forces:R:3:mulliken_charge:R:1
O 1.5750 3.1029 -1.4935 -1.37 -6.88 -4.93 -0.553
C 1.3819 2.0782 -2.3517 0.46 5.09 2.04 0.172
C 1.1628 2.5276 -3.9458 0.45 -4.61 -1.57 -0.317
C 1.2537 1.4275 -4.9433 -0.15 2.38 3.70 -0.433
C 1.5974 -0.1349 -4.4579 2.13 -2.90 -4.68 0.182
O 2.1006 -0.9268 -5.4321 -3.24 4.73 6.46 -0.557
C 1.3840 -0.6505 -2.8811 -0.81 4.39 1.59 0.037
C 1.2687 -2.2335 -2.4738 -0.92 -0.75 -1.56 0.650
F 0.2306 -2.5509 -1.4642 3.52 1.15 -3.01 -0.110
F 0.9039 -3.0437 -3.6964 0.86 2.66 3.99 -0.297
C 2.7901 -2.7566 -2.0584 2.65 -1.97 -0.76 0.664
F 3.3369 -3.5157 -3.2452 -1.69 2.65 4.24 -0.253
F 3.7511 -1.6059 -1.8774 -3.42 -4.26 -0.21 -0.195
F 2.8050 -3.7161 -0.9290 0.09 3.79 -3.75 -0.240
C 1.3093 0.4798 -1.8701 0.23 -2.60 -2.07 0.956
C 1.1538 0.2263 -0.2583 -1.07 1.45 0.93 -0.950
O 2.3560 -0.2872 0.4142 -0.38 1.81 -0.29 -0.267
C 3.0380 0.7394 1.2159 1.03 0.24 0.74 -0.370
O 3.5625 1.8839 0.4560 0.25 -2.49 0.25 -0.312
C 4.8539 1.5911 -0.1841 1.38 1.42 -0.95 -0.329
C 4.8121 2.2589 -1.7170 -0.91 0.39 0.01 -0.043
O 6.1501 2.4071 -2.3190 -1.39 0.13 -1.01 -0.577
H 0.9541 3.6302 -4.2930 0.55 -2.36 1.18 0.377
H 1.1249 1.6983 -6.0748 0.44 -1.11 2.31 0.369
H 0.9073 1.2764 0.2529 0.46 -2.09 -1.49 0.403
H 0.2166 -0.4605 0.0135 2.25 1.19 -0.99 0.245
H 2.3131 1.1612 2.0516 1.40 -0.71 -1.94 0.286
H 3.9758 0.2110 1.7222 -2.27 0.78 -1.05 0.317
H 5.1225 0.4487 -0.1977 -0.65 2.24 -0.07 0.301
H 5.6945 2.2207 0.3837 -1.72 -1.59 -1.06 0.244
H 4.3420 3.3492 -1.6657 0.67 -2.45 0.22 0.227
H 4.1418 1.5860 -2.4002 1.11 1.14 1.23 0.041
H 6.0456 2.7400 -3.2796 0.00 -0.86 2.48 0.337
C -4.4683 -0.6236 2.2927 0.04 0.01 0.13 -1.387
C -3.9209 -1.8637 1.5923 0.24 0.22 0.06 -0.393
N -2.4709 -2.0277 1.7343 0.28 -0.03 -0.35 0.425
C -1.9082 -3.0310 0.8221 -0.08 0.27 -0.08 -0.502
C -2.3524 -4.4774 1.0061 0.05 -0.37 0.02 -1.358
C -1.9512 -2.0648 3.1011 -0.13 0.33 0.06 -0.650
C -2.5043 -3.1314 4.0408 0.09 -0.22 0.29 -0.929
H -3.9410 0.2803 1.9689 -0.01 -0.16 0.05 0.300
H -5.5286 -0.4975 2.0505 0.13 -0.06 0.03 0.433
H -4.3909 -0.7016 3.3814 0.01 0.05 -0.10 0.279
H -4.1616 -1.7557 0.5267 0.27 -0.19 0.08 0.435
H -4.4654 -2.7437 1.9487 -0.17 -0.10 0.04 0.323
H -0.8126 -2.9889 0.8683 -0.15 0.09 0.19 0.202
H -2.1547 -2.7308 -0.2036 -0.11 0.11 0.13 0.412
H -1.8928 -4.9332 1.8864 -0.13 0.03 -0.06 0.277
H -2.0384 -5.0716 0.1419 -0.02 0.06 0.05 0.449
H -3.4391 -4.5744 1.0884 0.12 0.04 0.01 0.268
H -2.1274 -1.0853 3.5612 -0.10 -0.04 -0.13 0.337
H -0.8571 -2.1528 3.0751 -0.16 -0.06 -0.28 0.257
H -3.5939 -3.2071 3.9970 0.07 0.02 -0.04 0.292
H -2.2385 -2.8827 5.0742 -0.03 -0.02 -0.07 0.265
H -2.0776 -4.1145 3.8325 -0.15 0.04 0.00 0.247
C 0.2657 5.8383 -8.7413 -0.05 -0.01 -0.12 -1.476
C -0.3547 5.0603 -7.5846 -0.27 0.29 -0.10 -0.084
N -1.7989 5.2694 -7.4425 -0.13 0.03 0.40 0.074
C -2.3344 4.7746 -6.1682 0.15 0.28 -0.06 -0.711
C -2.2626 3.2742 -5.9097 -0.16 -0.31 0.10 -0.844
C -2.6172 4.9780 -8.6194 0.16 0.28 -0.20 -0.702
C -2.5367 3.5731 -9.2082 -0.18 -0.27 -0.16 -0.918
H 0.0322 6.9062 -8.6717 -0.04 -0.18 0.01 0.330
H 1.3552 5.7316 -8.7189 -0.14 -0.03 0.01 0.437
H -0.0769 5.4687 -9.7126 0.03 0.07 0.09 0.299
H 0.1440 5.4054 -6.6695 -0.31 -0.09 0.05 0.334
H -0.1074 3.9999 -7.6951 0.14 -0.21 -0.04 0.162
H -3.3762 5.1024 -6.0611 0.14 0.00 -0.22 0.345
H -1.7986 5.2823 -5.3569 0.10 0.05 -0.17 0.393
H -2.9999 2.7258 -6.5009 0.16 0.01 0.03 0.255
H -2.4863 3.0709 -4.8576 0.04 0.02 -0.06 0.395
H -1.2707 2.8609 -6.1158 -0.11 0.05 -0.02 0.123
H -2.3487 5.6906 -9.4082 0.11 -0.03 0.14 0.367
H -3.6684 5.2076 -8.4010 0.24 -0.01 0.24 0.347
H -1.5083 3.2155 -9.3050 -0.05 0.04 0.03 0.228
H -2.9760 3.5709 -10.2118 0.06 0.01 0.10 0.376
H -3.1022 2.8526 -8.6140 0.15 -0.01 -0.05 0.258
C -0.0476 -5.0890 7.9072 -0.02 -0.01 0.12 -1.468
C 0.5024 -3.7621 7.3923 -0.31 0.04 0.12 -0.343
N -0.2070 -2.5894 7.9130 -0.12 0.33 -0.26 0.182
C 0.1148 -1.3502 7.1946 -0.21 -0.23 -0.07 -0.177
C 1.5497 -0.8424 7.2749 0.27 0.25 0.04 -1.108
C -0.2800 -2.4667 9.3688 -0.21 -0.31 0.01 -0.717
C 1.0333 -2.4376 10.1442 0.18 0.13 0.29 -0.963
H -1.1240 -5.1712 7.7213 0.14 0.09 0.05 0.312
H 0.4454 -5.9204 7.3928 -0.02 0.13 0.06 0.436
H 0.1322 -5.2176 8.9788 -0.06 0.00 -0.10 0.307
H 0.3992 -3.7811 6.2996 0.00 0.31 0.14 0.431
H 1.5750 -3.7146 7.6047 0.20 -0.07 -0.01 0.280
H -0.5617 -0.5525 7.5269 0.03 -0.22 0.13 0.414
H -0.1309 -1.4999 6.1362 -0.01 -0.19 0.07 -0.143
H 1.7701 -0.4040 8.2512 0.04 -0.11 -0.10 0.243
H 1.7029 -0.0532 6.5319 -0.02 -0.06 0.04 0.446
H 2.2837 -1.6275 7.0696 -0.10 0.06 0.05 0.266
H -0.8805 -3.2998 9.7530 0.08 -0.01 -0.16 0.389
H -0.8636 -1.5750 9.6327 0.10 -0.05 -0.31 0.353
H 1.7331 -3.2106 9.8163 -0.06 0.05 -0.02 0.246
H 0.8347 -2.6109 11.2076 0.01 0.01 -0.11 0.379
H 1.5259 -1.4662 10.0688 0.06 -0.14 -0.03 0.256
```
Positions in Å, forces in eV/Å.